one:
The following is a DFT calculation (ωB97M-V with the def2-TZVPD basis set) of a 2-piece molecular cluster, C7H11BrN2 overall.

Properties
Frontier orbital gap ... 9.20 eV

Each line ends with the natural charge from an NBO analysis.
Cartesian coordinates (Å):
C: 0.95 2.45 -0.77  0.331
C: -1.19 -2.35 -0.31  -0.412
C: -2.05 -1.09 0.01  -0.435
C: 0.15 -1.63 -0.47  -0.255
C: -1.17 -0.22 0.81  -0.213
C: 1.82 3.10 0.20  -0.747
C: 1.22 0.18 0.63  0.023
N: 0.28 1.91 -1.49  -0.386
N: 0.18 -0.55 0.39  -0.455
Br: 2.83 -0.34 -0.31  -0.039
H: -1.19 -3.01 0.54  0.201
H: -1.57 -3.08 -1.06  0.235
H: -2.36 -0.62 -0.87  0.223
H: -2.86 -1.28 0.69  0.224
H: 1.01 -2.40 -0.38  0.230
H: 0.23 -1.23 -1.52  0.220
H: -1.21 0.92 0.66  0.242
H: -1.08 -0.41 1.90  0.212
H: 2.12 2.26 0.85  0.297
H: 1.16 3.81 0.73  0.249
H: 2.72 3.57 -0.25  0.253

two:
The following is a DFT calculation (ωB97M-V with the def2-TZVPD basis set) of a 2-piece molecular cluster, C7H11BrN2 overall.

Properties
Frontier orbital gap ... 7.37 eV

Each line ends with the natural charge from an NBO analysis.
Cartesian coordinates (Å):
C: -0.74 -2.15 -0.90  0.045
C: -0.82 1.83 -0.78  -0.430
C: -1.95 1.23 0.08  -0.435
C: 0.40 0.96 -0.63  -0.204
C: -1.25 0.01 0.73  0.071
C: 2.47 -0.80 0.58  -0.671
C: 0.95 -0.83 0.87  -0.020
N: -1.65 -1.47 -0.63  -0.416
N: 0.07 0.10 0.49  -0.370
Br: 0.53 -1.72 2.55  -0.007
H: -1.07 1.72 -1.88  0.222
H: -0.58 2.84 -0.52  0.221
H: -2.42 1.94 0.70  0.217
H: -2.71 0.76 -0.52  0.228
H: 0.53 0.29 -1.60  0.201
H: 1.46 1.40 -0.42  0.225
H: -1.55 -0.58 1.53  0.231
H: -0.18 -2.99 -1.22  0.235
H: 2.74 -1.83 0.67  0.232
H: 3.03 -0.17 1.38  0.204
H: 2.75 -0.52 -0.48  0.222

Which structure is the most stable? The one labeled one.

one:
The following is a DFT calculation (ωB97M-V with the def2-TZVPD basis set) of a 4-piece molecular cluster, CH11N3O3 overall.

Properties
SMILES ... N=C(N)N.O.O.O
Frontier orbital gap ... 9.98 eV

Each line ends with the natural charge from an NBO analysis.
Cartesian coordinates (Å):
N: 1.23 0.10 -0.15  -0.888
C: 0.41 0.67 0.71  0.607
N: -0.39 -0.06 1.58  -0.834
N: 0.26 2.04 0.78  -0.824
H: 1.27 -0.97 -0.15  0.373
H: -1.27 0.32 2.02  0.402
H: -0.32 -1.00 1.32  0.404
H: 0.66 2.44 -0.10  0.411
H: -0.61 2.42 1.11  0.391
O: -1.82 -2.67 1.49  -0.975
H: -2.06 -2.34 0.56  0.497
H: -2.20 -3.57 1.58  0.482
O: 2.53 1.61 -2.08  -1.005
H: 3.48 1.94 -2.07  0.465
H: 2.28 1.19 -1.21  0.504
O: -1.31 -1.02 -1.57  -0.965
H: -1.53 -0.71 -2.46  0.472
H: -0.60 -0.39 -1.37  0.486

two:
The following is a DFT calculation (ωB97M-V with the def2-TZVPD basis set) of a 4-piece molecular cluster, CH11N3O3 overall.

Properties
SMILES ... N=C(N)N.O.O.O
Frontier orbital gap ... 9.58 eV

Each line ends with the natural charge from an NBO analysis.
Cartesian coordinates (Å):
N: -0.07 0.74 0.35  -0.783
C: -1.13 1.26 0.79  0.574
N: -2.06 2.01 0.05  -0.914
N: -1.42 1.17 2.14  -0.835
H: 0.21 0.77 -0.61  0.375
H: -1.85 2.84 -0.48  0.406
H: -2.95 1.54 -0.02  0.394
H: -0.98 0.39 2.59  0.387
H: -1.82 1.87 2.71  0.398
O: -0.32 -2.01 -0.80  -0.951
H: -0.69 -2.49 -0.04  0.471
H: 0.45 -1.61 -0.35  0.477
O: 1.63 -0.49 -2.64  -0.955
H: 1.20 -1.15 -2.05  0.484
H: 2.35 -0.99 -3.07  0.470
O: 2.55 -1.77 0.63  -0.954
H: 3.18 -1.07 0.31  0.478
H: 1.96 -1.22 1.21  0.478

Which structure is the most stable? The one labeled one.

one:
The following is a DFT calculation (ωB97M-V with the def2-TZVPD basis set) of an isolated ion of composition C5H10N3O and charge +1.

Properties
SMILES ... C1=N[C@H]2[NH2+]CCN[C@H]2O1
Frontier orbital gap ... 10.39 eV
Total charge ... +1

Each line ends with the natural charge from an NBO analysis.
Cartesian coordinates (Å):
C: 1.62 1.21 -1.43  0.450
N: 1.82 1.21 -0.21  -0.547
C: 1.53 -0.03 0.47  0.058
N: 0.34 -0.11 1.39  -0.539
C: -0.79 0.70 0.82  -0.230
C: -1.29 0.02 -0.53  -0.232
N: -0.51 -1.19 -0.75  -0.657
C: 0.82 -0.93 -0.96  0.212
O: 1.21 0.13 -1.99  -0.496
H: 1.88 2.07 -2.04  0.221
H: 2.45 -0.55 0.71  0.250
H: 0.56 0.12 2.38  0.455
H: 0.05 -1.18 1.36  0.472
H: -0.47 1.71 0.71  0.251
H: -1.52 0.74 1.57  0.231
H: -2.36 -0.28 -0.54  0.246
H: -1.07 0.68 -1.29  0.207
H: -0.81 -1.82 -1.54  0.424
H: 1.47 -1.76 -1.20  0.225

two:
The following is a DFT calculation (ωB97M-V with the def2-TZVPD basis set) of an isolated ion of composition C5H10N3O and charge +1.

Properties
SMILES ... CC1=CCNC(O)=[N+]1N
Frontier orbital gap ... 9.98 eV
Total charge ... +1

Each line ends with the natural charge from an NBO analysis.
Cartesian coordinates (Å):
C: -2.07 0.68 0.42  -0.683
C: -0.94 -0.09 0.08  0.166
C: -0.81 -1.40 -0.03  -0.215
C: 0.48 -2.07 -0.25  -0.257
N: 1.56 -1.22 0.21  -0.533
C: 1.49 0.07 0.22  0.798
O: 2.56 0.84 0.27  -0.616
N: 0.32 0.72 -0.14  -0.272
N: 0.36 2.04 -0.37  -0.657
H: -1.89 1.38 1.27  0.243
H: -3.02 0.05 0.75  0.281
H: -2.32 1.38 -0.43  0.236
H: -1.59 -2.11 0.17  0.247
H: 0.39 -3.10 0.19  0.258
H: 0.65 -2.12 -1.36  0.220
H: 2.52 -1.55 0.18  0.443
H: 2.22 1.83 0.35  0.542
H: -0.55 2.56 -0.17  0.414
H: 0.63 2.13 -1.34  0.385

Which structure is the most stable? The one labeled two.

one:
The following is a DFT calculation (ωB97M-V with the def2-TZVPD basis set) of an isolated molecule of H5NOSi2.

Properties
Frontier orbital gap ... 9.47 eV

Each line ends with the natural charge from an NBO analysis.
Cartesian coordinates (Å):
N: 0.13 0.16 0.77  -1.543
O: -0.13 -0.53 -1.65  -1.220
Si: -1.16 0.76 -0.19  1.518
Si: 0.91 -0.85 -0.51  1.630
H: -0.04 -0.27 1.75  0.420
H: -2.62 0.34 0.07  -0.161
H: -0.67 2.17 -0.53  -0.155
H: 1.97 0.12 -0.61  -0.260
H: 1.34 -2.15 -0.07  -0.229

two:
The following is a DFT calculation (ωB97M-V with the def2-TZVPD basis set) of an isolated molecule of H5NOSi2.

Properties
Frontier orbital gap ... 10.13 eV

Each line ends with the natural charge from an NBO analysis.
Cartesian coordinates (Å):
N: 0.02 -1.08 0.03  -1.488
O: 0.00 1.24 0.04  -1.255
Si: 1.21 0.17 0.00  1.665
Si: -1.30 0.19 -0.02  1.555
H: 0.05 -2.09 0.07  0.408
H: 2.00 0.30 1.09  -0.251
H: 1.80 0.37 -1.22  -0.256
H: -1.96 0.83 -1.28  -0.171
H: -1.82 0.09 1.29  -0.208

three:
The following is a DFT calculation (ωB97M-V with the def2-TZVPD basis set) of H5NOSi2 as an isolated structure.

Properties
Frontier orbital gap ... 7.62 eV

Each line ends with the natural charge from an NBO analysis.
Cartesian coordinates (Å):
N: 0.60 -0.66 -0.18  -1.549
O: -1.50 1.29 -0.12  -1.281
Si: 1.48 0.62 0.07  1.630
Si: -1.36 -0.19 0.10  1.595
H: 0.58 -1.38 -0.90  0.441
H: 1.70 0.76 1.47  -0.181
H: 1.83 1.66 -1.04  -0.152
H: -1.99 -1.13 -0.92  -0.253
H: -1.35 -0.97 1.52  -0.251

Which structure is the most stable? The one labeled two.